Entry 1:
ORCA calculation (ωB97M-V with the def2-TZVPD basis set) on 6 unconnected molecules or ions with the total composition C40H73BBr2N2O13S.

```
132
Properties=species:S:1:pos:R:3:forces:R:3
C -4.8452 -1.8559 -0.6406 0.41 -0.84 -0.98
C -4.2039 -0.3970 -0.7626 -2.07 3.28 2.08
O -4.7836 0.5503 -0.1559 2.44 -3.77 -2.27
O -3.0165 -0.0669 -1.4715 -2.12 -1.60 -0.21
C -3.0434 -0.6343 -2.8227 0.60 -0.67 -1.43
C -1.6867 -0.2895 -3.6386 -0.24 -0.64 0.61
C -0.3980 -0.7572 -2.7553 -1.97 0.23 -0.31
N 0.8668 -0.2895 -3.4063 1.90 -0.78 1.68
C 1.7859 -1.3948 -3.7433 2.25 -2.74 -1.97
C 1.7520 -1.9081 -5.2225 2.51 -1.37 3.00
C 2.7327 -3.0414 -5.6252 0.27 1.12 3.33
C 3.7437 -3.6596 -4.5947 -2.26 2.64 1.44
C 3.7931 -3.1724 -3.0983 -2.79 1.86 -3.20
C 2.8022 -2.0406 -2.7265 -0.44 -0.13 -2.68
S 2.7447 -1.2910 -1.0126 -0.06 0.88 -1.82
C 2.5056 0.5204 -1.4176 -0.76 2.25 -1.58
C 1.5361 0.7880 -2.6277 1.20 3.18 0.97
C 1.2288 2.2531 -3.1163 2.93 -0.98 3.34
C 1.9424 3.3958 -2.3595 0.40 -3.57 0.60
C 2.9238 3.1235 -1.1571 -1.53 -2.38 -1.28
B 3.6161 4.4710 -0.5168 0.35 0.09 0.11
N 4.6547 5.1447 -1.3817 -2.63 0.29 1.40
O 3.2257 4.9586 0.7763 0.72 -1.80 -1.49
C 3.2371 1.6716 -0.6374 -2.88 1.00 -2.89
C 4.2497 1.3910 0.5602 0.61 0.19 -1.60
Br 3.4240 0.2982 2.0443 0.21 0.74 -0.88
C 5.5654 0.6559 -0.0830 -0.48 -0.80 0.93
C 5.9117 -0.7583 0.5791 1.25 -0.54 -0.78
Br 7.1464 1.8651 0.2802 -0.79 -0.56 -0.26
H -5.9928 -1.8049 -0.5241 2.09 0.32 0.10
H -4.6722 -2.5144 -1.5768 -0.11 1.20 1.47
H -4.3647 -2.4445 0.2287 -0.79 1.21 -1.24
H -3.0951 -1.7805 -2.7754 0.05 1.59 0.06
H -3.9759 -0.2761 -3.3992 1.50 -0.42 0.90
H -1.6318 0.8028 -3.9639 -0.03 -1.40 0.70
H -1.7179 -0.9320 -4.5949 0.02 1.02 1.43
H -0.4805 -1.9079 -2.7092 0.51 1.81 0.13
H -0.4986 -0.2871 -1.7208 0.19 -0.85 -1.30
H 1.0029 -1.4151 -5.9444 1.45 -0.96 1.22
H 2.7556 -3.4111 -6.7008 -0.05 0.54 1.70
H 4.4787 -4.4688 -4.9044 -1.21 1.24 0.32
H 4.5291 -3.5918 -2.3291 -1.28 0.72 -1.36
H 0.5329 2.4160 -4.0146 1.25 -0.28 1.63
H 1.7701 4.4698 -2.7097 0.30 -1.70 0.68
H 4.1767 5.3451 -2.2841 0.98 -0.30 0.59
H 4.9652 6.0321 -0.9550 -0.16 -0.55 -0.47
H 2.7791 4.2346 1.2809 0.32 0.97 -0.66
H 4.6489 2.3267 1.0770 -1.04 -1.18 -0.87
H 5.4830 0.6214 -1.2227 0.07 -0.06 1.78
H 5.1453 -1.5797 0.3837 0.80 1.46 0.17
H 6.8952 -1.1168 0.0825 -1.54 0.59 0.78
H 6.1162 -0.7292 1.6996 -0.40 0.35 -1.55
C 1.4556 -5.2328 4.9334 -0.13 0.04 0.11
O 1.2061 -4.3624 6.0280 0.27 0.01 -0.30
C 2.3134 -3.5049 6.3030 -0.51 0.18 0.15
C 2.0723 -2.0990 5.7661 0.59 -0.18 -0.17
O 2.0557 -2.0856 4.3389 -0.34 -0.07 0.13
C 0.7366 -2.0123 3.8159 0.15 0.05 -0.14
H 0.5130 -5.7048 4.6511 0.03 0.05 0.12
H 1.8474 -4.6924 4.0669 0.03 -0.01 0.05
H 2.1623 -6.0125 5.2326 0.06 -0.04 -0.10
H 3.2417 -3.9253 5.8996 -0.07 0.08 -0.06
H 2.4131 -3.4542 7.3914 0.03 0.04 0.00
H 2.9008 -1.4561 6.0802 -0.05 0.03 0.06
H 1.1472 -1.6772 6.1729 0.00 -0.11 -0.02
H 0.3336 -1.0050 3.9644 -0.12 -0.03 0.00
H 0.0746 -2.7469 4.2804 0.01 0.02 0.05
H 0.7832 -2.2147 2.7436 0.10 0.06 0.08
C 4.3255 3.8899 8.3579 0.12 0.09 -0.01
O 5.3429 3.5362 7.4304 -0.24 -0.28 0.14
C 5.7550 2.1779 7.5694 0.08 0.28 -0.47
C 5.1441 1.3000 6.4832 -0.15 -0.20 0.50
O 3.7317 1.1819 6.6464 0.15 0.28 -0.16
C 3.0134 2.0062 5.7381 -0.13 -0.15 0.02
H 3.9182 4.8592 8.0654 0.12 -0.04 -0.04
H 3.5116 3.1589 8.3654 0.05 -0.01 0.00
H 4.7524 3.9774 9.3611 -0.13 -0.01 0.09
H 5.5097 1.7960 8.5670 -0.07 -0.01 -0.10
H 6.8440 2.1637 7.4631 0.01 -0.05 0.00
H 5.5595 0.2910 6.5722 0.05 0.02 -0.01
H 5.3933 1.6794 5.4867 -0.02 0.07 0.08
H 3.0687 1.5826 4.7305 -0.01 0.11 -0.04
H 3.3952 3.0298 5.7298 0.04 -0.01 0.00
H 1.9673 2.0277 6.0510 0.10 -0.09 0.04
C -3.3830 -0.9954 -6.9101 0.04 -0.04 0.07
O -4.4368 -0.9090 -5.9651 -0.08 0.05 -0.28
C -5.4939 -0.0566 -6.4051 -0.15 -0.34 0.37
C -6.6807 -0.8651 -6.9158 0.16 0.37 -0.42
O -6.3567 -1.5543 -8.1220 0.12 -0.19 0.41
C -6.1024 -2.9350 -7.9014 -0.03 0.04 -0.19
H -2.7198 -1.8081 -6.6085 -0.08 0.04 0.05
H -3.7561 -1.2056 -7.9164 0.00 0.04 0.04
H -2.8145 -0.0607 -6.9138 0.07 0.01 -0.13
H -5.1377 0.6438 -7.1689 -0.05 -0.12 -0.01
H -5.8131 0.5279 -5.5367 -0.04 0.03 -0.03
H -7.4982 -0.1769 -7.1530 0.01 0.01 0.05
H -7.0392 -1.5614 -6.1505 0.11 0.02 -0.01
H -7.0425 -3.4577 -7.6962 0.05 -0.08 0.08
H -5.4049 -3.0922 -7.0755 -0.03 0.02 0.02
H -5.6636 -3.3506 -8.8113 -0.07 0.10 0.02
C 2.9800 4.9805 15.0300 -0.15 0.01 0.00
O 2.1197 5.7310 14.1839 0.38 -0.10 -0.09
C 2.8398 6.4980 13.2205 -0.52 -0.12 -0.09
C 2.8040 5.8370 11.8475 0.56 0.07 0.15
O 3.5422 4.6162 11.8411 -0.39 -0.02 0.13
C 2.6957 3.4762 11.9011 0.19 -0.03 -0.07
H 2.3710 4.2722 15.5939 -0.04 0.11 -0.06
H 3.7245 4.4205 14.4571 -0.01 0.06 0.01
H 3.4831 5.6490 15.7348 0.11 -0.05 0.03
H 3.8719 6.6664 13.5483 -0.04 -0.10 -0.08
H 2.3452 7.4719 13.1558 0.03 0.01 -0.04
H 3.2858 6.5030 11.1245 -0.03 0.03 0.01
H 1.7726 5.6732 11.5181 0.02 -0.01 0.11
H 2.1940 3.3361 10.9378 -0.10 -0.06 0.05
H 1.9513 3.5649 12.6956 -0.01 0.04 -0.03
H 3.3158 2.6001 12.1019 0.03 0.13 -0.06
C -9.8333 -3.1204 -13.3360 -0.08 0.05 0.12
O -9.8883 -3.6075 -12.0024 0.30 -0.07 -0.25
C -8.9912 -4.6950 -11.7844 -0.17 0.28 0.43
C -7.7387 -4.2398 -11.0444 0.18 -0.19 -0.53
O -6.9422 -3.3789 -11.8557 -0.31 0.06 0.19
C -7.0901 -2.0105 -11.4971 0.23 0.03 -0.03
H -10.3789 -2.1763 -13.3771 -0.01 -0.10 0.09
H -8.8041 -2.9419 -13.6602 -0.03 -0.05 0.02
H -10.3147 -3.8333 -14.0118 0.05 0.01 -0.11
H -8.7324 -5.1829 -12.7310 0.07 0.09 0.06
H -9.5213 -5.4247 -11.1647 0.04 -0.03 0.01
H -7.1262 -5.1186 -10.8174 -0.04 -0.03 0.03
H -7.9976 -3.7565 -10.0966 -0.09 0.03 -0.10
H -6.5756 -1.8175 -10.5512 -0.14 0.13 0.00
H -8.1411 -1.7251 -11.4107 -0.01 -0.03 0.03
H -6.6275 -1.4015 -12.2768 0.00 -0.15 0.01
```
Forces are in eV/Å.

E_tot = -223844.6598 eV
SMILES string = CC(=O)OCCCN1c2ccccc2Sc2c1ccc(B(N)O)c2[C@@H](Br)[C@H](C)Br.COCCOC.COCCOC.COCCOC.COCCOC.COCCOC
Kohn-Sham gap = 8.1616 eV
Relative energy (zero: lowest compared OMol25 entry of this formula, charge and spin) = 0.0 kJ/mol

Entry 2:
ORCA calculation (ωB97M-V with the def2-TZVPD basis set) on 5 unconnected molecules or ions with the total composition C40H74IN6OP.

```
123
Properties=species:S:1:pos:R:3:forces:R:3
O 1.8550 -3.5594 -0.8244 1.25 0.03 1.18
P 3.1373 -3.6288 -0.0070 -2.94 -0.76 -2.72
C 3.6314 -5.4249 0.0507 0.77 -2.81 0.64
C 2.5593 -6.3714 0.2327 1.31 0.43 -0.13
C 2.7480 -7.8631 0.2667 0.80 2.46 -0.33
N 1.6066 -8.6355 0.4278 3.20 -2.06 -0.11
C 1.9588 -9.9442 0.4586 0.02 -0.06 0.00
C 3.3327 -10.4944 0.2995 -0.30 1.39 -0.14
N 4.4234 -9.7174 0.1001 -2.85 0.13 0.55
C 4.1193 -8.3663 0.1064 0.35 1.10 -0.16
C 5.2509 -7.3811 -0.0804 -1.16 1.53 0.01
I 7.2237 -8.2515 -0.3567 -1.35 0.39 -0.02
C 5.0633 -5.9409 -0.1088 -1.58 -1.33 0.25
C 6.1950 -4.8881 -0.3265 0.59 -0.58 -0.19
C 7.4314 -4.9983 0.6685 -0.21 0.60 0.35
C 7.0829 -5.5077 2.1008 0.65 -1.40 1.92
C 8.0540 -6.4431 2.7195 -1.16 0.50 1.03
C 7.9081 -6.9883 4.0715 -1.76 1.66 -1.15
C 6.7167 -6.6064 4.8443 0.74 0.69 -2.56
C 5.7401 -5.6782 4.2310 1.40 -0.74 0.03
C 5.9089 -5.1171 2.8913 1.74 -1.38 0.38
H 4.1011 -2.8670 -0.7497 0.12 -0.37 1.11
H 2.8485 -3.0748 1.2724 0.98 -0.24 -0.06
H 1.5173 -5.9756 0.3601 1.10 -0.54 -0.23
H 1.1281 -10.6849 0.6198 0.92 0.86 -0.23
H 3.4602 -11.6082 0.3250 -0.04 1.26 -0.03
H 5.8399 -3.8246 -0.2866 -0.04 -1.27 0.03
H 6.5957 -5.0296 -1.3766 -0.43 0.13 1.07
H 8.2444 -5.6165 0.1926 -0.94 0.59 0.82
H 7.8481 -3.9514 0.7850 -0.38 -1.07 -0.20
H 8.9766 -6.7479 2.1534 -1.17 0.45 0.47
H 8.7102 -7.6711 4.4589 -1.08 0.78 -0.30
H 6.5893 -7.0416 5.8625 -0.14 0.63 -0.99
H 4.8690 -5.4160 4.8903 0.87 -0.12 -1.05
H 5.1802 -4.3983 2.4303 0.67 -0.85 0.79
C -1.7191 -0.8112 1.8974 0.06 -0.10 0.01
C -2.3309 -0.0425 0.7345 0.05 -0.10 0.08
N -1.3553 0.4284 -0.2346 0.12 0.38 -0.09
C -1.9055 1.3899 -1.1793 -0.04 0.23 0.09
C -2.9948 0.9092 -2.1397 -0.05 0.06 -0.23
C -0.4796 -0.5852 -0.8109 0.15 -0.29 0.23
C -1.1308 -1.7583 -1.5443 0.12 -0.16 -0.25
H -0.9486 -0.2198 2.3992 0.00 -0.01 -0.09
H -2.4926 -1.0468 2.6321 0.00 0.01 -0.05
H -1.2787 -1.7574 1.5768 0.02 0.04 0.01
H -2.8456 0.8260 1.1615 0.04 0.08 -0.24
H -3.1061 -0.6653 0.2671 -0.10 -0.06 0.05
H -1.0874 1.8244 -1.7650 0.05 -0.17 0.10
H -2.3113 2.2305 -0.6032 -0.01 -0.11 0.11
H -2.5863 0.2914 -2.9399 -0.04 -0.06 0.06
H -3.4698 1.7711 -2.6178 0.01 0.00 0.04
H -3.7801 0.3470 -1.6313 0.05 0.00 0.00
H 0.1432 -0.9940 -0.0090 -0.11 0.02 0.03
H 0.2365 -0.1027 -1.4836 -0.17 0.18 0.04
H -1.9849 -2.1702 -1.0033 -0.01 0.06 0.01
H -0.4013 -2.5635 -1.6628 0.01 0.06 0.07
H -1.4569 -1.4772 -2.5468 -0.13 -0.01 0.06
C -2.0967 6.0866 -2.9666 0.02 -0.11 0.01
C -2.1665 7.1206 -1.8514 0.02 -0.12 -0.07
N -3.0615 6.7482 -0.7656 -0.27 0.12 0.15
C -3.3405 7.8457 0.1517 -0.17 0.15 -0.07
C -2.1773 8.4049 0.9721 0.04 0.08 0.21
C -2.8065 5.4581 -0.1374 0.05 -0.25 -0.22
C -1.4248 5.2238 0.4790 0.03 -0.14 0.20
H -3.0914 5.8630 -3.3599 0.03 -0.01 0.09
H -1.4890 6.4681 -3.7902 -0.01 0.01 0.05
H -1.6367 5.1547 -2.6304 -0.03 0.00 -0.03
H -2.5296 8.0515 -2.2997 -0.07 0.02 0.25
H -1.1481 7.3242 -1.4927 0.10 0.04 -0.05
H -4.1415 7.5452 0.8369 0.10 -0.16 -0.09
H -3.7686 8.6689 -0.4315 0.08 -0.09 -0.12
H -1.8974 7.7361 1.7861 0.07 0.00 -0.06
H -2.4723 9.3528 1.4300 -0.01 -0.03 -0.04
H -1.2937 8.6006 0.3619 -0.03 -0.03 0.00
H -2.9796 4.6754 -0.8836 0.03 0.11 -0.07
H -3.5693 5.2715 0.6255 -0.02 0.24 -0.04
H -0.6142 5.5685 -0.1653 -0.04 0.02 -0.01
H -1.2749 4.1532 0.6458 0.00 0.02 -0.03
H -1.3278 5.7104 1.4500 0.09 0.05 -0.07
C -4.0494 1.8904 7.9600 -0.02 -0.10 -0.01
C -3.7596 2.6364 6.6641 -0.04 -0.09 0.10
N -2.7279 2.0144 5.8481 0.31 0.10 -0.14
C -2.2600 2.8679 4.7623 0.17 0.15 0.06
C -3.2557 3.2352 3.6608 -0.01 0.04 -0.22
C -2.9437 0.6184 5.4950 -0.08 -0.22 0.28
C -4.2242 0.2649 4.7347 -0.01 -0.16 -0.19
H -3.1386 1.7540 8.5480 -0.02 -0.03 -0.09
H -4.7570 2.4609 8.5654 0.02 0.00 -0.06
H -4.4964 0.9113 7.7772 0.04 0.01 0.03
H -3.4256 3.6418 6.9419 0.10 -0.04 -0.24
H -4.7001 2.7623 6.1102 -0.11 0.05 0.03
H -1.3785 2.4085 4.3000 -0.12 -0.13 0.10
H -1.8879 3.7988 5.2048 -0.10 -0.06 0.12
H -3.4386 2.3993 2.9850 -0.07 0.02 0.04
H -2.8488 4.0486 3.0534 0.01 -0.02 0.03
H -4.2123 3.5761 4.0610 0.03 -0.04 0.01
H -2.9240 0.0261 6.4155 -0.04 0.13 0.03
H -2.0831 0.2531 4.9257 0.02 0.25 -0.02
H -5.1073 0.7568 5.1460 0.04 0.02 0.01
H -4.3976 -0.8132 4.7905 0.01 0.03 0.01
H -4.1467 0.5175 3.6767 -0.11 0.07 0.04
C 1.2966 0.9786 -7.8447 0.02 -0.06 0.07
C 0.2299 2.0191 -7.5297 0.09 -0.09 0.00
N -0.9836 1.4586 -6.9560 -0.38 -0.07 -0.11
C -2.0942 2.4004 -6.9126 -0.10 0.05 -0.23
C -1.9471 3.6279 -6.0140 -0.17 0.16 0.15
C -0.8141 0.6523 -5.7562 0.31 -0.24 0.01
C -0.1468 1.3196 -4.5506 -0.06 -0.08 0.24
H 0.9021 0.1948 -8.4956 -0.03 0.03 0.09
H 2.1351 1.4521 -8.3602 -0.05 0.02 0.03
H 1.6941 0.5136 -6.9403 -0.02 -0.02 -0.04
H -0.0257 2.5109 -8.4743 -0.21 0.03 0.15
H 0.6694 2.7926 -6.8846 0.10 0.08 -0.01
H -3.0085 1.8662 -6.6293 0.18 -0.10 0.05
H -2.2820 2.7468 -7.9353 0.16 -0.05 -0.01
H -2.0595 3.3700 -4.9607 0.08 0.05 -0.01
H -2.7331 4.3513 -6.2471 0.03 -0.03 -0.01
H -0.9897 4.1345 -6.1495 -0.01 -0.05 0.00
H -0.2312 -0.2369 -6.0169 0.04 0.11 -0.09
H -1.7852 0.2510 -5.4488 -0.06 0.20 -0.15
H 0.7352 1.8997 -4.8278 -0.03 -0.01 -0.04
H 0.1782 0.5544 -3.8399 -0.01 0.01 -0.03
H -0.8382 1.9714 -4.0168 0.10 0.07 -0.05
```
Forces are in eV/Å.

E_tot = -71053.7829 eV
SMILES string = O=[PH2]c1cc2nccnc2c(I)c1CCc1ccccc1.CCN(CC)CC.CCN(CC)CC.CCN(CC)CC.CCN(CC)CC
Kohn-Sham gap = 6.8338 eV

Table of maximum force (eV/Å), in record order: 5.0; 4.1